# 1
The following is a quantum chemistry calculation of C30H53Br3N3ORuSi as an isolated structure, from the Open Molecules 2025 dataset.

XYZ file:
```
92
Properties=species:S:1:pos:R:3:mulliken_spin:R:1
Ru -0.761 0.641 -2.798 1.125
N 1.549 0.185 -2.040 0.096
C 2.383 1.374 -1.879 -0.017
C 3.046 1.760 -3.189 0.007
C 2.075 2.041 -4.337 -0.007
C 1.042 3.115 -4.000 -0.004
N -0.290 2.560 -3.673 0.020
H 1.328 -0.210 -1.133 -0.044
H 2.032 -0.543 -2.561 0.003
H 3.147 1.240 -1.104 0.000
H 1.728 2.183 -1.541 0.005
H 3.753 0.977 -3.482 -0.002
H 3.648 2.657 -3.013 0.000
H 1.550 1.132 -4.642 0.007
H 2.657 2.358 -5.204 -0.001
H 0.930 3.810 -4.836 0.002
H 1.388 3.704 -3.147 -0.001
H -0.729 2.272 -4.551 0.001
H -0.880 3.289 -3.285 0.004
Br -0.865 0.322 -7.944 0.000
C -0.578 -1.073 -6.699 0.004
C -0.132 -2.313 -7.170 -0.001
C 0.116 -3.342 -6.308 0.004
Br 0.738 -4.995 -6.998 0.000
C -0.077 -3.168 -4.914 -0.006
C 0.181 -4.163 -3.946 0.006
C -0.025 -3.900 -2.622 -0.004
C -0.492 -2.630 -2.251 0.005
N -0.750 -1.678 -3.119 0.026
C -0.544 -1.915 -4.450 -0.001
C -0.800 -0.809 -5.354 0.010
O -1.208 0.319 -4.889 0.021
H 0.021 -2.444 -8.232 0.000
H 0.548 -5.127 -4.272 0.000
H 0.168 -4.643 -1.862 0.000
H -0.676 -2.397 -1.210 -0.001
C -3.878 1.681 -2.098 -0.036
C -2.952 1.404 -0.911 0.010
C -3.232 2.441 0.181 -0.009
C -3.228 -0.001 -0.376 0.016
C -1.498 1.528 -1.389 -0.214
H -4.925 1.569 -1.801 0.004
H -3.680 0.998 -2.928 -0.007
H -3.746 2.701 -2.470 -0.001
H -4.272 2.392 0.515 0.001
H -3.044 3.451 -0.190 0.003
H -2.592 2.284 1.051 0.006
H -4.284 -0.122 -0.120 -0.001
H -2.632 -0.205 0.513 -0.010
H -2.975 -0.758 -1.124 0.005
H -0.995 2.418 -0.956 -0.031
C -2.144 0.602 3.679 0.000
C -1.255 -0.585 4.074 0.000
C -1.130 -0.599 5.606 0.000
C -2.018 -1.846 3.633 0.000
Si 0.468 -0.447 3.246 0.005
Br 0.140 -1.021 1.067 0.005
C 1.736 -1.720 3.917 -0.001
C 1.070 -3.085 4.148 0.000
C 2.889 -1.975 2.931 0.000
C 2.341 -1.249 5.248 0.000
C 1.147 1.345 3.147 -0.002
C 1.102 2.029 4.523 0.000
C 2.605 1.347 2.662 0.001
C 0.364 2.219 2.151 0.001
H -3.153 0.433 4.067 0.000
H -2.221 0.697 2.597 -0.001
H -1.795 1.551 4.086 0.000
H -2.135 -0.591 6.040 0.000
H -0.603 0.273 5.996 0.000
H -0.626 -1.490 5.979 0.000
H -2.963 -1.883 4.183 0.000
H -1.486 -2.773 3.833 0.000
H -2.254 -1.818 2.569 0.000
H 0.616 -3.474 3.234 0.000
H 0.309 -3.063 4.926 0.000
H 1.837 -3.798 4.464 0.000
H 2.524 -2.341 1.971 0.000
H 3.541 -2.746 3.355 0.000
H 3.504 -1.098 2.745 0.000
H 1.590 -1.054 6.014 0.000
H 2.944 -0.348 5.133 0.000
H 3.002 -2.032 5.632 0.000
H 1.676 1.496 5.282 0.000
H 0.084 2.149 4.894 0.000
H 1.532 3.032 4.434 0.000
H 3.289 0.884 3.373 0.000
H 2.928 2.385 2.532 0.000
H 2.716 0.844 1.699 0.000
H -0.674 2.377 2.437 0.001
H 0.368 1.800 1.144 -0.002
H 0.844 3.202 2.109 0.000
```

## Properties
* multiplicity: 2
* HOMO level (spin up / spin down): -6.30 / -6.68 eV
* LUMO level (spin up / spin down): 0.16 / 0.11 eV
* strongest force on any atom: 0.53 eV/A
* Kohn-Sham gap (spin up / spin down): 6.46 / 6.79 eV
* E: -9520.88045 hartree
* energy relative to the best compared isomer or geometry (same formula, charge and spin): 17.6 kcal/mol



# 2
The following is a quantum chemistry calculation of C30H53BrCrN4P2 as an isolated structure, from the Open Molecules 2025 dataset.

XYZ file:
```
91
Properties=species:S:1:pos:R:3:mulliken_spin:R:1
N -6.300 -1.962 3.678 0.021
C -5.634 -1.006 4.308 -0.010
C -5.287 0.201 3.692 0.020
C -5.653 0.384 2.324 0.000
C -6.369 -0.662 1.688 0.022
C -6.682 -1.816 2.422 -0.008
C -5.135 1.481 1.520 0.116
Cr 0.192 1.231 -0.773 3.560
P 3.107 0.413 -2.080 -0.003
C -4.769 1.240 0.207 -0.050
C -3.649 1.869 -0.437 0.027
C -3.460 1.535 -1.796 -0.057
C -2.260 1.853 -2.414 0.129
C -1.270 2.340 -1.556 -0.057
C -1.512 2.990 -0.350 0.139
C -2.707 2.630 0.275 -0.072
Br 1.010 2.887 -2.352 0.185
H -5.054 2.512 1.935 -0.005
H -5.373 0.627 -0.498 0.002
H -4.664 0.915 4.228 0.002
H -6.626 -0.605 0.628 0.001
H -5.391 -1.196 5.353 0.000
H -7.260 -2.592 1.937 0.000
H -4.232 0.923 -2.273 -0.003
H -2.966 2.943 1.302 0.013
H -2.082 1.691 -3.472 -0.008
H -0.883 3.760 0.092 0.015
P -0.301 -1.198 -0.921 -0.077
C 4.135 1.892 -1.601 0.007
C 4.803 2.813 -2.640 -0.002
H 4.928 1.477 -0.953 -0.007
H 3.451 2.478 -0.966 0.002
H 5.278 3.648 -2.096 0.000
H 5.612 2.290 -3.188 0.000
H 4.104 3.272 -3.368 -0.001
C 2.937 0.430 -3.924 0.005
C 4.080 0.540 -4.942 -0.001
H 2.187 1.212 -4.118 0.001
H 2.422 -0.534 -4.091 -0.001
H 3.642 0.603 -5.951 0.000
H 4.698 1.438 -4.819 0.000
H 4.710 -0.360 -4.947 0.000
C 4.301 -0.977 -1.744 0.018
C 5.792 -0.773 -2.019 -0.003
H 3.924 -1.818 -2.341 -0.001
H 4.138 -1.244 -0.685 0.001
H 6.337 -1.709 -1.811 0.000
H 5.977 -0.528 -3.076 0.001
H 6.249 -0.013 -1.368 0.000
C 0.440 -2.470 0.160 0.016
C 1.759 -3.097 -0.298 0.002
H -0.322 -3.259 0.292 -0.007
H 0.579 -1.991 1.144 0.001
H 1.570 -4.011 -0.901 0.000
H 2.376 -2.398 -0.901 0.003
H 2.367 -3.408 0.578 0.001
C -0.260 -1.890 -2.598 0.006
C -1.420 -1.478 -3.508 0.022
H -0.211 -2.993 -2.510 -0.006
H 0.692 -1.566 -3.057 -0.008
H -1.329 -1.975 -4.484 0.001
H -2.390 -1.759 -3.092 0.000
H -1.443 -0.398 -3.692 -0.003
C -2.084 -1.252 -0.462 -0.088
C -2.431 -1.530 0.994 -0.023
H -2.611 -1.948 -1.133 0.001
H -2.457 -0.249 -0.704 0.073
H -3.523 -1.539 1.126 0.002
H -2.032 -2.489 1.339 0.002
H -2.028 -0.751 1.654 0.036
C 3.217 -0.863 2.306 0.004
N 2.060 -0.247 2.942 0.005
C 2.095 -0.214 4.392 0.000
C 1.109 0.415 2.232 -0.002
N 1.368 0.862 0.990 -0.036
N -0.090 0.648 2.844 -0.035
C -0.717 -0.183 3.863 0.002
C -0.711 1.944 2.664 0.055
H 3.708 -1.479 3.068 0.000
H 3.959 -0.134 1.938 -0.001
H 2.918 -1.525 1.479 -0.002
H 1.648 0.716 4.784 0.000
H 1.560 -1.076 4.823 0.000
H 3.145 -0.271 4.701 0.000
H 2.356 0.695 0.765 0.034
H -0.584 0.270 4.853 0.001
H -1.796 -0.191 3.660 0.000
H -0.365 -1.221 3.856 0.000
H -0.094 2.540 1.960 0.027
H -1.729 1.789 2.255 -0.006
H -0.796 2.454 3.661 -0.001
```

## Properties
* multiplicity: 5
* HOMO level (spin up / spin down): -13.27 / -13.55 eV
* LUMO level (spin up / spin down): -7.60 / -7.94 eV
* net charge: +2
* strongest force on any atom: 3.45 eV/A
* Kohn-Sham gap (spin up / spin down): 5.68 / 5.61 eV
* E: -5694.48702 hartree
* energy relative to the best compared isomer or geometry (same formula, charge and spin): 55.6 kcal/mol



# 3
The following is a quantum chemistry calculation of C30H53BrN4P2Pt as an isolated structure, from the Open Molecules 2025 dataset.

XYZ file:
```
91
Properties=species:S:1:pos:R:3:mulliken_spin:R:1
N -6.785 5.318 -5.910 0.833
C -6.594 5.928 -4.729 -0.007
C -5.806 5.367 -3.713 0.127
C -5.193 4.117 -3.921 -0.054
C -5.426 3.477 -5.160 0.127
C -6.222 4.120 -6.126 -0.002
C -4.285 3.540 -2.950 0.174
Pt 0.133 -0.110 0.753 0.689
P 5.762 -0.931 -0.262 0.684
C -3.439 2.533 -3.279 -0.017
C -2.483 2.052 -2.357 0.124
C -1.305 1.439 -2.827 0.005
C -0.340 1.018 -1.922 0.044
C -0.666 1.118 -0.557 0.289
C -1.706 1.927 -0.068 0.128
C -2.688 2.282 -0.978 0.005
Br 1.938 -1.271 2.036 0.074
H -4.255 4.043 -1.991 0.006
H -3.403 2.168 -4.304 -0.005
H -5.635 5.917 -2.779 0.010
H -4.989 2.515 -5.407 0.014
H -7.071 6.904 -4.577 0.023
H -6.390 3.652 -7.095 0.022
H -1.168 1.319 -3.904 0.001
H -3.625 2.735 -0.639 -0.005
H 0.620 0.599 -2.213 0.004
H -1.766 2.204 0.983 0.002
P -0.347 -2.154 -0.204 0.134
C 5.438 0.846 -0.034 0.058
C 6.653 1.667 -0.502 0.011
H 5.262 1.015 1.041 0.001
H 4.533 1.091 -0.610 0.036
H 6.588 2.697 -0.141 0.002
H 7.594 1.250 -0.124 -0.005
H 6.737 1.718 -1.592 0.000
C 5.205 -1.424 -1.917 0.036
C 6.073 -2.544 -2.511 0.013
H 5.309 -0.518 -2.535 -0.007
H 4.146 -1.714 -1.846 0.053
H 5.866 -2.650 -3.580 0.002
H 7.143 -2.329 -2.407 -0.001
H 5.884 -3.519 -2.054 -0.001
C 4.965 -1.976 0.976 0.094
C 5.804 -2.165 2.245 0.018
H 4.719 -2.960 0.536 -0.008
H 4.032 -1.427 1.215 0.014
H 5.321 -2.878 2.923 0.001
H 6.801 -2.550 2.007 -0.005
H 5.933 -1.231 2.800 0.002
C -0.293 -3.536 1.005 0.007
C -1.406 -4.580 0.955 0.001
H -0.228 -3.088 2.007 -0.002
H 0.681 -4.013 0.822 0.000
H -2.354 -4.190 1.344 0.000
H -1.569 -4.975 -0.055 0.000
H -1.115 -5.423 1.594 0.000
C 0.903 -2.531 -1.477 0.000
C 0.395 -2.626 -2.916 0.006
H 1.349 -3.483 -1.153 0.003
H 1.681 -1.757 -1.388 -0.002
H -0.265 -3.491 -3.057 0.000
H -0.137 -1.720 -3.234 -0.001
H 1.258 -2.753 -3.580 0.001
C -1.991 -2.159 -0.990 0.028
C -3.152 -1.806 -0.058 -0.005
H -2.117 -3.161 -1.425 0.002
H -1.939 -1.446 -1.827 -0.004
H -3.836 -1.115 -0.568 0.001
H -3.731 -2.698 0.221 -0.001
H -2.824 -1.311 0.867 0.007
C -3.192 -0.226 4.125 -0.002
N -1.841 0.098 4.579 0.028
C -1.731 0.584 5.950 0.001
C -0.852 0.318 3.665 0.008
N -1.137 0.198 2.373 0.187
N 0.382 0.668 4.121 -0.002
C 0.995 -0.018 5.261 -0.001
C 1.242 1.619 3.424 0.013
H -3.809 -0.376 5.015 0.000
H -3.201 -1.153 3.536 0.001
H -3.632 0.595 3.535 0.000
H -1.283 -0.172 6.610 0.002
H -1.133 1.505 5.993 0.001
H -2.737 0.797 6.324 0.000
H -2.129 0.187 2.173 -0.016
H 1.990 -0.395 4.990 0.000
H 1.107 0.674 6.109 0.001
H 0.378 -0.875 5.566 0.001
H 2.206 1.162 3.172 0.001
H 0.766 1.976 2.508 -0.004
H 1.427 2.474 4.093 -0.001
```

## Properties
* multiplicity: 5
* HOMO level (spin up / spin down): -18.00 / -18.01 eV
* LUMO level (spin up / spin down): -11.62 / -13.56 eV
* net charge: +4
* strongest force on any atom: 4.80 eV/A
* Kohn-Sham gap (spin up / spin down): 6.38 / 4.45 eV
* E: -4768.42519 hartree
* energy relative to the best compared isomer or geometry (same formula, charge and spin): 0.0 kcal/mol



# 4
The following is a quantum chemistry calculation of a 3-piece molecular cluster, C30H53FIN3O11PS2 overall, from the Open Molecules 2025 dataset.

XYZ file:
```
102
Properties=species:S:1:pos:R:3:mulliken_charge:R:1
C -4.080 1.229 -1.903 -0.916
C -3.082 2.209 -1.618 -0.241
C -1.907 3.229 -1.187 -0.142
C -0.798 2.734 -0.054 1.185
S -1.781 3.226 1.524 1.347
C -1.128 2.576 3.123 -0.719
O -3.278 2.765 1.467 -0.655
O -1.876 4.796 1.672 -0.635
C 0.595 3.580 -0.029 -0.872
C 0.669 4.900 -1.064 -0.548
C 1.594 6.137 -0.402 0.035
O 2.833 6.436 -0.829 -0.509
I 0.634 7.290 1.219 0.141
N 1.929 2.884 -0.009 1.035
O 2.610 2.866 1.131 -0.448
C 2.114 2.477 2.368 1.185
C 3.423 2.396 3.422 -1.150
C 2.110 1.620 -0.898 -1.071
C 3.171 0.546 -0.178 -0.670
C 4.754 1.097 -0.129 -0.469
C 5.427 0.556 1.304 -0.248
F 6.432 1.548 1.751 -0.352
N 2.828 2.033 -2.174 0.065
C 3.281 0.981 -3.097 -0.001
C 3.847 1.764 -4.467 -0.968
C 0.694 0.956 -1.382 -0.398
N 0.149 1.450 -2.697 -0.092
P 0.698 -0.972 -1.604 0.110
S -0.653 -1.615 -2.884 -0.188
C -0.367 1.176 -0.098 -1.386
O -1.316 0.122 -0.187 0.175
C -2.005 -0.339 0.978 0.028
C -1.356 -1.684 1.735 0.373
C 0.102 -1.406 2.425 -0.989
C -1.466 -3.035 0.816 0.983
C -2.902 -3.782 1.136 -1.030
C -0.260 -4.123 1.003 -1.083
H -4.917 0.380 -1.930 0.347
H -1.404 3.556 -2.220 0.360
H -2.437 4.231 -0.808 0.639
H -0.520 1.569 3.082 0.007
H -0.531 3.455 3.659 0.366
H -2.054 2.361 3.843 0.437
H 0.558 4.200 0.998 0.165
H 1.160 4.581 -2.079 0.310
H -0.357 5.440 -1.209 0.431
H 2.548 3.580 -0.558 1.286
H 1.586 1.447 2.530 -0.651
H 1.488 3.382 2.838 0.197
H 4.431 2.666 2.890 0.269
H 3.300 3.191 4.303 0.311
H 3.440 1.336 3.962 0.294
H 2.801 0.226 0.912 -0.227
H 3.303 -0.463 -0.752 0.516
H 5.424 0.634 -0.968 0.379
H 4.798 2.264 -0.204 0.236
H 4.627 0.258 2.103 0.179
H 6.038 -0.443 1.071 0.339
H 2.438 2.891 -2.608 0.464
H 4.221 0.331 -2.750 0.137
H 2.510 0.208 -3.504 0.046
H 3.454 2.863 -4.554 0.263
H 3.516 1.147 -5.434 0.329
H 5.039 1.750 -4.495 0.251
H 0.480 0.934 -3.530 0.342
H 0.334 2.455 -2.886 0.231
H 0.628 -1.611 -0.316 -0.073
H 1.973 -1.428 -2.179 0.206
H 0.316 0.973 0.856 -0.351
H -2.231 0.408 1.840 -0.141
H -3.078 -0.729 0.619 0.092
H -2.104 -1.867 2.649 0.412
H 0.554 -2.340 2.982 0.368
H 0.912 -0.932 1.729 -0.018
H -0.092 -0.599 3.284 0.216
H -1.526 -2.661 -0.314 -0.301
H -3.767 -3.036 0.869 0.264
H -3.030 -4.036 2.287 0.089
H -3.015 -4.795 0.555 0.397
H 0.036 -4.321 2.120 0.186
H 0.669 -3.871 0.304 0.185
H -0.676 -5.161 0.585 0.384
C -2.612 -2.098 -7.315 -0.284
C -4.033 -1.844 -6.930 -0.294
O -4.337 -2.929 -6.074 -0.305
C -3.152 -3.379 -5.568 0.645
O -3.054 -4.196 -4.666 -0.542
O -2.092 -2.796 -6.200 -0.291
H -2.056 -1.173 -7.487 0.275
H -2.527 -2.735 -8.202 0.260
H -4.155 -0.909 -6.372 0.244
H -4.703 -1.831 -7.794 0.294
C -3.744 -6.395 5.326 -0.327
C -2.976 -6.251 6.600 -0.366
O -1.784 -5.608 6.191 -0.327
C -2.066 -4.951 5.028 0.591
O -1.316 -4.156 4.487 -0.474
O -3.297 -5.298 4.551 -0.280
H -4.825 -6.345 5.483 0.293
H -3.504 -7.323 4.796 0.270
H -3.490 -5.613 7.328 0.265
H -2.757 -7.216 7.066 0.303
```

## Properties
* HOMO level: -10.65 eV
* LUMO level: -3.37 eV
* net charge: +1
* strongest force on any atom: 10.32 eV/A
* Kohn-Sham gap: 7.29 eV
* E: -3701.11547 hartree
* energy relative to the best compared isomer or geometry (same formula, charge and spin): 228.6 kcal/mol



> What is the formula in the first record?

C30H53Br3N3ORuSi